{
  "formula": "C3H15N2O3",
  "method": "ωB97M-V with the def2-TZVPD basis set",
  "multiplicity": 1,
  "largest_force_ha_per_bohr": 0.0370,
  "e_homo_ev": -12.28,
  "total_charge": 1,
  "e_tot_ev": -12470.884,
  "de_lowest_kcal_mol": 21.9,
  "symbols": ["C", "C", "C", "N", "N", "H", "H", "H", "H", "H", "H", "H", "H", "H", "H", "H", "O", "H", "H", "O", "H", "H", "O"],
  "positions_angstrom": [[0.148, -2.288, -1.175], [0.541, -0.841, -1.119], [1.686, -0.372, -0.611], [2.671, -1.124, -0.027], [-0.550, 0.106, -1.330], [-0.886, -2.482, -0.898], [0.755, -2.878, -0.550], [0.341, -2.647, -2.183], [1.911, 0.679, -0.522], [2.682, -2.113, 0.084], [3.576, -0.687, -0.097], [-1.131, -0.049, -2.165], [-0.352, 1.106, -1.439], [-1.257, 0.041, -0.571], [-1.135, 0.119, 4.295], [-0.331, 0.612, 3.117], [-1.229, 0.563, 3.446], [0.652, 3.886, -1.277], [0.177, 4.163, 0.114], [0.057, 3.535, -0.609], [-2.351, 0.578, 1.743], [-3.372, -0.239, 0.932], [-2.605, 0.332, 0.843]]
}